{"formula": "C75H70N17OPSY", "method": "the ωB97M-V functional and the def2-TZVPD basis", "species": ["Y", "S", "P", "O", "N", "N", "N", "N", "N", "N", "N", "N", "N", "N", "N", "N", "N", "N", "N", "N", "N", "C", "C", "C", "C", "C", "C", "C", "C", "C", "C", "C", "C", "C", "C", "C", "C", "C", "C", "C", "C", "C", "C", "C", "C", "C", "C", "C", "C", "C", "C", "C", "C", "C", "C", "C", "C", "C", "C", "C", "C", "C", "C", "C", "C", "C", "C", "C", "C", "C", "C", "C", "C", "C", "C", "C", "C", "C", "C", "C", "C", "C", "C", "C", "C", "C", "C", "C", "C", "C", "C", "C", "C", "C", "C", "C", "H", "H", "H", "H", "H", "H", "H", "H", "H", "H", "H", "H", "H", "H", "H", "H", "H", "H", "H", "H", "H", "H", "H", "H", "H", "H", "H", "H", "H", "H", "H", "H", "H", "H", "H", "H", "H", "H", "H", "H", "H", "H", "H", "H", "H", "H", "H", "H", "H", "H", "H", "H", "H", "H", "H", "H", "H", "H", "H", "H", "H", "H", "H", "H", "H", "H", "H", "H", "H", "H"], "coordinates": [[-0.570, 0.318, -0.497], [2.514, -0.726, -1.733], [-2.648, -1.846, -2.679], [3.079, 0.696, 5.209], [-0.781, 0.306, -2.888], [1.805, 3.749, 1.422], [-1.144, 2.676, -1.015], [-4.838, -0.676, -1.423], [-1.853, -0.441, 3.975], [-2.950, 0.301, -0.794], [-1.483, -0.537, -4.814], [4.017, -0.391, 6.869], [-2.725, -1.236, 3.365], [-1.318, -0.409, 1.857], [4.964, -0.033, -2.433], [-1.439, -3.976, -1.374], [-0.754, -2.032, -0.567], [4.989, 0.141, 6.134], [1.063, 1.794, 0.667], [2.827, 3.052, 0.934], [4.780, -1.180, -0.416], [-3.485, -0.680, -1.532], [0.378, -3.695, 2.501], [4.987, 2.768, 2.046], [0.250, -8.200, 0.990], [-1.496, 1.231, -7.379], [1.121, 1.653, -8.187], [-1.433, 5.204, -1.328], [2.029, -1.485, 2.771], [-4.975, 4.108, 1.580], [1.724, 4.775, -3.434], [0.522, -2.807, 1.433], [-5.761, -1.579, -2.058], [-1.366, -6.520, 0.428], [-1.070, -7.798, 0.863], [-2.391, -1.207, 2.106], [4.183, 3.536, 1.019], [0.401, 2.343, -3.733], [0.075, 1.897, -9.064], [0.467, -0.099, 5.944], [0.864, 1.207, -6.905], [-8.088, 0.898, 1.691], [-0.967, -1.428, 7.315], [4.434, 0.786, 5.153], [6.375, 2.734, 1.967], [-1.988, -0.157, 5.389], [-0.450, 0.992, -6.489], [-5.186, 0.339, -0.588], [1.891, -2.380, 3.819], [-2.851, 2.352, 1.520], [-3.920, 2.143, 0.652], [1.275, -7.316, 0.690], [-2.036, -4.941, -2.258], [-7.581, 0.868, -1.037], [4.243, -2.347, 0.238], [6.326, -0.445, -2.736], [-4.968, 3.070, 0.667], [-1.009, 0.049, 3.069], [0.766, 4.618, -4.425], [4.345, 0.778, -3.459], [-1.495, -2.630, -1.503], [-6.553, 0.598, -0.137], [-1.508, -0.656, -3.465], [-1.233, 1.689, -8.657], [-0.226, -3.039, 0.201], [-6.818, 0.608, 1.234], [-0.646, -4.262, -0.305], [0.987, -6.034, 0.265], [2.005, 3.720, -2.581], [1.338, 2.515, -2.719], [6.491, 1.459, 4.000], [1.388, -1.335, 7.802], [0.113, 3.412, -4.582], [-8.849, 1.166, -0.570], [-0.800, -0.582, 6.224], [7.119, 2.094, 2.947], [-3.943, 4.254, 2.494], [-0.339, -5.625, 0.129], [-0.302, 1.079, -3.913], [0.761, 2.989, 1.253], [1.056, -3.478, 3.685], [-1.298, 3.804, -1.174], [2.885, -0.062, 6.320], [-2.868, 3.384, 2.443], [0.118, -1.786, 8.105], [-4.002, 0.962, -0.210], [-2.099, -1.430, -5.758], [-9.103, 1.184, 0.792], [1.344, -1.691, 1.583], [1.563, -0.491, 6.707], [4.352, 2.137, 3.101], [6.015, -0.712, 0.174], [2.381, 1.878, 0.493], [4.205, -0.655, -1.516], [-0.727, 0.550, -5.123], [5.099, 1.473, 4.071], [-2.010, 1.673, 1.492], [-3.159, -1.201, -5.876], [4.970, -3.158, 0.167], [-2.520, 1.093, -7.063], [6.298, 0.253, -0.231], [-1.998, -2.461, -5.419], [2.247, -1.614, 8.391], [-1.466, -5.867, -2.207], [-5.304, -2.560, -2.180], [0.936, -4.168, 4.505], [-6.057, -1.205, -3.039], [1.490, -1.021, 0.735], [-2.152, 0.920, 5.504], [2.689, -0.633, 2.870], [4.045, -2.151, 1.293], [6.882, 3.240, 1.162], [6.580, -1.361, -2.212], [-3.977, 5.034, 3.238], [7.046, 0.961, 4.779], [-6.024, 0.379, 1.930], [3.322, -2.642, -0.255], [2.248, 5.713, -3.335], [-0.033, -2.427, 8.961], [5.105, 1.412, -3.911], [0.278, 2.250, -10.062], [-10.091, 1.419, 1.153], [-9.640, 1.391, -1.267], [1.677, 1.012, -6.222], [-0.627, 3.300, -5.359], [3.279, 2.180, 3.214], [-2.048, 1.884, -9.336], [4.127, 4.591, 1.306], [-0.206, 0.726, 3.276], [6.830, -1.425, 0.037], [-5.801, 4.802, 1.586], [-2.023, -4.571, -3.283], [2.302, -7.630, 0.790], [-7.385, 0.879, -2.099], [-2.887, -0.683, 5.717], [4.655, 3.476, 0.034], [-3.068, -5.154, -1.974], [2.994, 1.116, 0.051], [0.631, 0.600, 5.141], [-8.288, 0.906, 2.750], [1.566, 1.670, -2.075], [-0.226, 3.295, 1.549], [8.196, 2.102, 2.893], [0.479, -9.199, 1.322], [-5.784, 2.974, -0.031], [5.857, -0.601, 1.249], [3.887, 0.158, -4.234], [6.407, -0.642, -3.807], [-2.397, -6.206, 0.352], [-2.482, 5.499, -1.287], [2.440, -2.234, 4.736], [-0.271, -4.551, 2.407], [0.537, 5.439, -5.085], [2.765, 3.833, -1.821], [-1.016, 5.513, -2.287], [-0.888, 5.698, -0.520], [-1.950, -1.798, 7.564], [7.043, 0.335, -2.468], [-6.655, -1.674, -1.443], [-2.926, -1.757, 1.357], [1.784, -5.346, 0.025], [2.139, 1.812, -8.509], [-2.050, 3.495, 3.142], [3.575, 1.409, -3.021], [-1.607, -1.322, -6.724], [-1.869, -8.480, 1.107]], "atomic_forces_ev_per_a": [[0.33, 0.56, 0.52], [-0.74, -0.26, -0.38], [0.49, 0.39, 0.37], [0.00, 0.03, -0.02], [-0.21, -0.42, -0.26], [-0.45, 1.04, 0.57], [-0.18, 0.35, -0.03], [0.79, 0.29, 0.20], [0.54, 0.30, -0.79], [-0.19, -0.35, -0.08], [0.22, 0.22, 0.79], [-1.62, -0.59, 0.76], [-0.92, -0.72, 0.02], [0.08, 0.29, -0.06], [-0.14, -0.23, 0.36], [0.19, 0.83, 0.18], [-0.24, -0.43, -0.31], [1.10, 0.91, -1.24], [0.08, -0.18, -0.11], [-0.58, -0.84, -0.42], [0.06, 0.11, -0.35], [0.04, -0.26, -0.27], [0.01, 0.18, -0.04], [0.04, -0.08, -0.03], [0.00, 0.05, -0.01], [0.09, 0.07, 0.11], [0.05, 0.03, -0.02], [-0.14, 1.20, -0.16], [-0.03, 0.15, -0.15], [-0.04, 0.09, -0.01], [0.02, -0.03, 0.04], [0.32, 0.11, 0.19], [-0.52, -0.54, -0.42], [0.12, 0.17, 0.04], [-0.04, -0.11, 0.01], [0.10, 0.16, 0.08], [0.76, 0.27, 0.15], [0.26, 0.24, 0.08], [-0.03, 0.00, 0.04], [0.14, -0.10, 0.20], [-0.13, -0.11, 0.07], [-0.01, 0.02, 0.09], [-0.02, 0.08, -0.12], [0.15, -0.53, 0.76], [-0.16, 0.08, 0.03], [0.07, 0.20, 0.90], [0.02, 0.03, -0.35], [0.42, 0.48, 0.36], [0.05, 0.01, 0.00], [-0.12, -0.11, -0.11], [0.08, 0.27, 0.18], [0.05, -0.04, 0.05], [-0.39, -0.56, -0.55], [0.15, 0.05, 0.09], [-0.25, -0.43, 0.18], [0.41, -0.09, 0.01], [0.21, -0.06, -0.04], [0.01, -0.03, -0.19], [0.06, 0.13, -0.04], [-0.25, 0.34, -0.23], [-0.29, -0.04, -0.29], [-0.32, -0.09, 0.09], [-0.28, -0.25, -0.02], [-0.03, -0.01, -0.09], [-0.22, -0.59, -0.07], [0.02, -0.13, -0.18], [0.44, 0.47, 0.46], [-0.15, 0.09, -0.12], [0.01, 0.01, 0.12], [-0.14, -0.09, -0.21], [-0.21, -0.02, 0.04], [0.01, 0.12, -0.16], [-0.01, -0.05, 0.17], [-0.09, 0.00, -0.02], [-0.03, -0.07, 0.06], [0.00, 0.02, 0.00], [-0.01, 0.01, 0.02], [0.02, -0.33, -0.02], [-0.27, -0.15, -0.60], [0.25, -0.02, 0.04], [0.01, 0.01, 0.02], [0.16, -1.62, 0.17], [0.92, -0.10, 0.24], [0.15, -0.03, 0.01], [0.00, -0.04, 0.03], [-0.64, -0.20, -0.23], [-0.40, -0.56, -0.53], [0.02, 0.01, -0.03], [-0.14, -0.24, -0.01], [-0.65, 0.06, -0.10], [0.12, -0.07, 0.16], [0.35, 0.14, 0.13], [0.09, -0.02, 0.06], [0.05, 0.30, 0.18], [0.44, 0.42, 0.45], [0.05, 0.27, -0.43], [-0.14, 0.08, 0.14], [0.05, 0.00, -0.03], [0.04, -0.06, 0.03], [-0.12, -0.02, 0.04], [0.04, 0.05, -0.04], [0.03, 0.09, -0.05], [0.06, -0.07, 0.09], [-0.03, 0.09, -0.02], [-0.05, 0.07, 0.04], [0.00, -0.09, 0.11], [0.02, -0.01, 0.04], [0.15, -0.13, 0.16], [-0.07, -0.14, -0.06], [0.04, 0.11, 0.03], [0.03, 0.00, -0.08], [0.09, 0.08, -0.19], [-0.01, 0.00, 0.02], [0.01, 0.11, 0.03], [0.11, -0.07, 0.05], [0.09, 0.01, 0.09], [0.02, -0.07, 0.11], [0.08, 0.10, 0.02], [-0.01, -0.04, 0.04], [0.07, -0.01, 0.01], [0.03, 0.04, -0.14], [-0.14, 0.03, 0.04], [-0.09, 0.01, -0.09], [0.09, -0.01, 0.10], [-0.07, 0.00, -0.07], [-0.14, -0.01, -0.03], [-0.07, 0.01, -0.07], [-0.13, -0.16, -0.14], [0.14, 0.13, 0.10], [0.06, 0.03, -0.05], [-0.09, 0.07, 0.01], [0.03, -0.04, 0.10], [0.11, -0.04, 0.00], [0.02, 0.01, -0.13], [0.12, 0.13, -0.13], [-0.09, 0.00, 0.08], [0.04, 0.00, 0.02], [0.16, -0.16, -0.09], [0.03, 0.09, -0.13], [-0.03, -0.02, 0.12], [0.12, 0.11, -0.10], [-0.13, 0.00, 0.00], [0.11, -0.01, -0.03], [0.03, -0.14, 0.05], [-0.07, -0.01, -0.03], [-0.02, 0.04, -0.01], [0.04, 0.02, 0.02], [-0.05, 0.05, 0.08], [-0.13, 0.04, -0.01], [0.00, -0.04, 0.05], [0.07, 0.02, 0.11], [-0.08, -0.06, 0.03], [-0.02, 0.11, -0.11], [0.05, 0.04, 0.12], [0.03, -0.02, 0.04], [-0.03, 0.05, -0.05], [-0.12, -0.06, 0.01], [0.01, -0.08, -0.06], [0.12, 0.00, 0.00], [-0.07, -0.12, -0.19], [0.10, 0.09, -0.01], [0.10, 0.01, -0.02], [0.09, 0.05, 0.07], [0.10, -0.05, -0.13], [-0.03, -0.03, 0.12], [-0.07, -0.07, 0.01]], "mulliken_charge": [-0.903, -0.152, -0.831, -0.097, 1.598, -1.257, 0.222, 0.489, 1.521, 1.484, 0.297, -0.501, -1.317, 1.630, 0.281, 0.469, 1.867, -0.510, 1.808, 1.572, 0.614, -1.021, -0.448, 0.709, -0.496, -0.127, -0.862, -1.621, -0.165, -0.972, -1.027, 0.632, -0.947, -0.030, -0.920, -0.993, -1.511, 0.357, -0.450, 0.347, -0.016, -0.834, -0.894, 0.105, -0.633, -1.089, -0.341, 0.838, -1.045, 1.209, 0.902, -0.836, -0.954, 0.143, -0.853, -1.237, -0.868, -1.698, -1.103, -1.175, -0.964, -0.690, -0.962, -0.885, -0.608, 0.059, 1.156, 0.038, 0.219, 1.205, -0.681, -0.670, -0.498, -0.937, 0.758, -0.921, -1.050, -0.694, -1.110, -1.125, -1.413, 0.867, 0.009, -0.659, -0.841, -0.677, -0.909, -0.480, 0.689, 0.319, -0.102, -1.381, -1.576, 0.058, 0.794, 0.206, -0.127, 0.333, 0.446, 0.499, 0.482, 0.281, 0.605, 0.437, 0.337, 0.526, 0.329, -0.682, 0.261, 0.510, 0.261, 0.560, 0.390, 0.467, 0.578, 0.486, 0.043, 0.475, 0.443, 0.530, 0.438, 0.439, 0.440, 0.647, 0.667, 0.844, 0.437, 0.427, 0.438, 0.331, 0.513, 0.291, 0.476, 0.476, 0.477, 0.445, 0.338, -0.269, 0.537, 0.470, -0.929, 0.622, 0.460, 0.444, 0.685, 0.339, 0.493, 0.448, 0.493, 0.402, 0.667, 0.728, 0.490, 0.367, 0.322, 0.343, 0.441, 0.346, 0.438, 0.672, 0.535, 0.457, 0.574, 0.034, 0.459, 0.433], "e_lumo_ev": -6.4, "relative_energy_kcal_mol": 14.9, "e_tot_ev": -127444.3691, "total_charge": 3, "homo_lumo_gap_ev": 7.35, "fmax_ev_per_a": 1.89, "homo_ev": -13.79}